Entry 1:
{"formula": "C5H11N3O", "method": "ωB97M-V with the def2-TZVPD basis set", "symbols": ["C", "C", "C", "C", "C", "N", "N", "N", "O", "H", "H", "H", "H", "H", "H", "H", "H", "H", "H", "H"], "positions_angstrom": [[3.285, -0.459, 0.127], [-1.246, 1.381, -0.229], [-1.293, -1.010, -1.104], [-1.497, -0.534, 1.333], [-0.856, -0.069, 0.048], [2.542, 0.732, -0.152], [1.229, 0.870, -0.198], [0.571, -0.166, 0.179], [4.487, -0.342, 0.201], [2.785, -1.389, 0.282], [-2.301, 1.435, 0.059], [-0.816, 2.274, 0.296], [-1.093, 1.561, -1.292], [-0.811, -1.995, -1.038], [-0.803, -0.468, -1.947], [-2.337, -1.305, -1.171], [-1.682, -1.732, 1.356], [-0.787, -0.200, 2.133], [-2.531, -0.093, 1.428], [3.151, 1.507, -0.311]], "forces_ev_per_angstrom": [[1.0, 2.1, 0.0], [-1.3, 0.8, -0.1], [1.8, 0.5, -0.5], [-0.6, -2.0, 1.2], [-0.8, 0.5, 0.2], [1.2, -2.7, 0.7], [-2.7, -1.8, 0.5], [3.1, 1.2, -0.8], [-0.4, -0.3, -0.1], [-0.8, -0.5, 0.0], [-0.1, 0.2, -0.7], [0.3, -1.4, 0.0], [-0.3, 0.3, 0.0], [0.4, 0.4, 0.3], [-1.1, -0.9, -0.3], [-0.2, 1.0, -0.2], [0.8, 2.8, 0.1], [-1.2, -0.5, -0.1], [1.2, -0.4, 0.2], [-0.2, 0.7, -0.2]], "mulliken_charge": [0.09, -1.51, -1.50, -1.35, 1.52, -0.12, -0.28, -0.14, -0.52, 0.40, 0.40, 0.35, 0.37, 0.38, 0.36, 0.33, 0.27, 0.35, 0.32, 0.29], "lumo_ev": 0.323, "energy_ev": -11878.751, "charge": 0, "homo_ev": -9.44, "mol_weight_g_mol": 129.2, "smiles": "CC(C)(C)/N=N/NC=O", "fmax_ha_per_bohr": 0.06554, "homo_lumo_gap_ev": 9.765}

Entry 2:
{"formula": "C21H16Cl2IMnN5", "method": "ωB97M-V with the def2-TZVPD basis set", "symbols": ["Mn", "N", "C", "C", "C", "C", "C", "N", "C", "C", "C", "C", "C", "N", "H", "H", "H", "H", "H", "H", "H", "H", "H", "Cl", "C", "C", "C", "C", "C", "Cl", "C", "N", "H", "H", "H", "I", "C", "C", "C", "C", "N", "C", "H", "H", "H", "H"], "positions_angstrom": [[0.108, 0.401, 0.322], [0.851, -1.519, -1.972], [-0.174, -2.054, -1.199], [-0.780, -3.239, -1.618], [-1.783, -3.787, -0.855], [-2.162, -3.157, 0.331], [-1.541, -1.986, 0.669], [-0.578, -1.414, -0.095], [1.982, -0.862, -1.497], [3.201, -1.031, -2.153], [4.312, -0.378, -1.673], [4.201, 0.423, -0.536], [2.971, 0.552, 0.050], [1.867, -0.062, -0.437], [1.019, -2.038, -2.821], [-0.438, -3.725, -2.523], [-2.255, -4.711, -1.163], [-2.924, -3.570, 0.974], [-1.798, -1.462, 1.578], [3.264, -1.686, -3.013], [5.267, -0.503, -2.165], [5.056, 0.931, -0.115], [2.820, 1.148, 0.940], [-2.050, 1.258, 1.221], [-1.627, 0.923, 2.889], [-2.480, 1.161, 3.931], [-1.989, 0.914, 5.216], [-0.689, 0.477, 5.429], [0.166, 0.273, 4.358], [1.773, -0.253, 4.600], [-0.301, 0.482, 3.046], [0.473, 0.329, 1.942], [-3.482, 1.532, 3.772], [-2.637, 1.080, 6.066], [-0.328, 0.301, 6.433], [-3.701, 1.486, -4.093], [-1.908, 1.940, -3.161], [-1.067, 2.942, -3.636], [0.124, 3.192, -2.973], [0.446, 2.439, -1.861], [-0.368, 1.480, -1.393], [-1.523, 1.238, -2.033], [-1.339, 3.517, -4.511], [0.800, 3.963, -3.315], [1.373, 2.600, -1.327], [-2.152, 0.454, -1.629]], "forces_ev_per_angstrom": [[0.3, -0.2, 1.0], [0.0, 0.0, 0.0], [0.0, 0.0, 0.0], [0.0, 0.0, 0.0], [0.0, 0.0, 0.0], [0.0, 0.0, 0.0], [0.0, 0.0, 0.0], [0.0, 0.0, 0.0], [0.0, 0.0, 0.0], [0.0, 0.0, 0.0], [0.0, 0.0, 0.0], [0.0, 0.0, 0.0], [0.0, 0.0, 0.0], [0.0, 0.0, 0.0], [0.0, 0.0, 0.0], [0.0, 0.0, 0.0], [0.0, 0.0, 0.0], [0.0, 0.0, 0.0], [0.0, 0.0, 0.0], [0.0, 0.0, 0.0], [0.0, 0.0, 0.0], [0.0, 0.0, 0.0], [0.0, 0.0, 0.0], [0.0, 0.0, 0.0], [0.2, 0.0, 0.0], [0.0, 0.0, 0.1], [0.0, 0.0, -0.1], [0.0, 0.0, 0.0], [-0.1, 0.0, -0.1], [0.0, 0.0, 0.0], [-0.2, 0.1, 0.4], [-0.2, 0.1, -1.3], [0.0, 0.0, 0.0], [0.0, 0.0, 0.0], [0.0, 0.0, 0.0], [0.0, 0.0, 0.0], [0.0, 0.0, 0.0], [0.0, 0.0, 0.0], [0.0, 0.0, 0.0], [0.0, 0.0, 0.0], [0.0, 0.0, 0.1], [0.0, 0.0, 0.0], [0.0, 0.0, 0.0], [0.0, 0.0, 0.0], [0.0, 0.0, 0.0], [0.0, 0.0, 0.0]], "mulliken_charge": [-0.21, 0.06, 0.78, -0.96, -0.45, -0.88, -0.06, 0.59, 0.82, -0.99, -0.43, -0.89, -0.28, 0.49, 0.30, 0.40, 0.47, 0.47, 0.27, 0.40, 0.45, 0.46, 0.48, -0.11, 1.31, -0.81, -0.39, -0.55, 0.30, -0.14, -0.43, -0.35, 0.49, 0.42, 0.45, 0.20, -0.69, 0.04, -0.97, -0.05, 0.22, -0.03, 0.44, 0.44, 0.47, 0.45], "lumo_ev": [-7.568, -7.595], "energy_ev": -93938.083, "charge": 2, "s_squared": 0.820, "spin_multiplicity": 2, "homo_ev": [-14.50, -14.53], "mol_weight_g_mol": 591.1, "fmax_ha_per_bohr": 0.02628, "homo_lumo_gap_ev": [6.937, 6.930]}

Entry 3:
{"formula": "C34H54FeN2O2", "method": "ωB97M-V with the def2-TZVPD basis set", "symbols": ["Fe", "C", "N", "C", "C", "C", "N", "C", "C", "C", "C", "C", "C", "C", "O", "C", "C", "C", "C", "C", "C", "C", "C", "C", "C", "C", "C", "C", "C", "C", "O", "C", "C", "C", "C", "C", "C", "C", "C", "H", "H", "H", "H", "H", "H", "H", "H", "H", "H", "H", "H", "H", "H", "H", "H", "H", "H", "H", "H", "H", "H", "H", "H", "H", "H", "H", "H", "H", "H", "H", "H", "H", "H", "H", "H", "H", "H", "H", "H", "H", "H", "H", "H", "H", "H", "H", "H", "H", "H", "H", "H", "H", "H"], "positions_angstrom": [[0.094, 0.232, -0.642], [0.803, 3.148, -0.920], [0.180, 2.443, 0.202], [-1.014, 3.183, 0.606], [1.126, 2.256, 1.308], [0.600, 1.322, 2.411], [0.013, 0.070, 1.898], [-1.377, -0.077, 2.368], [-2.138, -1.269, 1.846], [-2.764, -2.152, 2.694], [-3.608, -3.158, 2.213], [-3.858, -3.189, 0.841], [-3.286, -2.308, -0.057], [-2.328, -1.371, 0.435], [-1.663, -0.588, -0.339], [-3.696, -2.233, -1.520], [-2.494, -2.528, -2.428], [-4.224, -0.819, -1.814], [-4.815, -3.222, -1.858], [-4.244, -4.128, 3.190], [-3.129, -4.956, 3.848], [-5.004, -3.355, 4.280], [-5.235, -5.078, 2.516], [0.756, -1.133, 2.313], [2.236, -1.092, 2.073], [3.106, -1.434, 3.085], [4.481, -1.480, 2.875], [4.937, -1.068, 1.623], [4.116, -0.701, 0.572], [2.704, -0.780, 0.762], [1.827, -0.574, -0.163], [4.785, -0.239, -0.719], [5.610, -1.404, -1.286], [5.712, 0.945, -0.389], [3.813, 0.223, -1.806], [5.458, -1.946, 3.938], [6.284, -3.118, 3.388], [4.758, -2.418, 5.217], [6.396, -0.788, 4.301], [1.091, 4.173, -0.649], [0.091, 3.202, -1.746], [1.699, 2.625, -1.257], [-0.778, 4.233, 0.825], [-1.455, 2.734, 1.490], [-1.751, 3.145, -0.197], [1.397, 3.218, 1.771], [2.033, 1.816, 0.889], [-0.140, 1.855, 3.012], [1.450, 1.098, 3.061], [-1.928, 0.812, 2.046], [-1.385, -0.112, 3.468], [-2.630, -2.035, 3.759], [-4.545, -3.926, 0.464], [-1.688, -1.816, -2.254], [-2.796, -2.461, -3.471], [-2.121, -3.531, -2.243], [-3.476, -0.062, -1.590], [-5.113, -0.614, -1.220], [-4.493, -0.746, -2.865], [-4.490, -4.250, -1.723], [-5.103, -3.098, -2.898], [-5.695, -3.037, -1.247], [-2.440, -4.323, 4.399], [-2.568, -5.505, 3.097], [-3.559, -5.673, 4.542], [-4.347, -2.720, 4.867], [-5.477, -4.059, 4.959], [-5.778, -2.733, 3.838], [-4.749, -5.683, 1.756], [-6.055, -4.522, 2.070], [-5.654, -5.753, 3.257], [0.324, -1.972, 1.755], [0.583, -1.322, 3.381], [2.690, -1.692, 4.046], [6.001, -1.049, 1.452], [6.347, -1.756, -0.570], [6.131, -1.086, -2.185], [4.957, -2.238, -1.539], [6.531, 0.646, 0.258], [5.160, 1.740, 0.110], [6.143, 1.348, -1.303], [3.171, -0.594, -2.128], [4.375, 0.573, -2.669], [3.188, 1.042, -1.454], [5.634, -3.929, 3.066], [6.948, -3.497, 4.161], [6.893, -2.809, 2.544], [4.061, -3.228, 5.014], [4.229, -1.604, 5.707], [5.501, -2.792, 5.916], [6.931, -0.430, 3.427], [7.125, -1.118, 5.037], [5.832, 0.040, 4.723]], "forces_ev_per_angstrom": [[1.6, -0.5, 2.9], [0.2, 0.3, -0.2], [0.0, -0.8, -0.6], [-0.2, -0.1, 0.0], [0.1, -0.3, 0.3], [0.0, 0.2, -0.1], [-0.3, 0.0, -0.3], [0.2, 0.2, 0.1], [0.1, 0.0, 1.0], [0.7, 1.0, -0.2], [-0.3, -0.3, 0.2], [0.1, 0.1, -0.7], [-0.7, -0.5, -0.5], [0.8, 0.8, -0.3], [-0.9, -0.5, 0.0], [-0.1, -0.1, -0.2], [0.1, 0.1, 0.1], [0.1, 0.0, 0.2], [0.2, 0.1, 0.1], [-0.2, -0.2, 0.1], [0.0, 0.1, -0.2], [0.1, 0.1, -0.2], [0.2, 0.2, 0.0], [0.3, -0.3, -0.1], [-0.1, 0.3, -1.0], [0.4, -0.1, 0.0], [-0.4, 0.1, -0.1], [-0.2, -0.2, 0.4], [-1.0, 0.1, -0.2], [1.4, -0.3, 2.3], [-2.6, 1.0, -2.5], [0.1, 0.0, 0.0], [-0.1, 0.2, 0.0], [-0.1, -0.2, -0.1], [0.1, -0.1, 0.0], [0.2, 0.0, 0.1], [-0.1, 0.1, 0.1], [0.1, 0.1, -0.2], [-0.1, -0.2, 0.0], [0.0, -0.1, 0.0], [0.1, 0.1, 0.0], [0.0, 0.0, 0.1], [0.0, -0.1, 0.0], [0.0, 0.0, 0.0], [0.0, 0.1, 0.0], [-0.1, -0.1, -0.1], [0.1, 0.0, 0.0], [0.0, 0.0, 0.1], [-0.1, 0.0, 0.0], [0.0, 0.0, 0.1], [-0.1, 0.0, -0.1], [0.1, 0.0, 0.1], [-0.1, 0.0, -0.1], [-0.1, -0.1, -0.1], [-0.1, 0.0, -0.1], [0.1, -0.1, 0.0], [-0.1, 0.0, -0.1], [-0.1, 0.1, 0.0], [0.0, 0.0, -0.1], [0.0, -0.2, 0.0], [0.0, 0.0, -0.1], [-0.1, 0.0, 0.1], [0.1, 0.1, 0.1], [0.1, -0.1, -0.1], [-0.1, -0.1, 0.1], [0.1, 0.1, 0.1], [0.0, -0.1, 0.1], [-0.1, 0.1, 0.0], [0.0, -0.1, -0.2], [-0.2, 0.0, -0.1], [0.0, -0.1, 0.1], [0.0, 0.0, 0.0], [0.0, 0.0, 0.0], [0.0, -0.1, 0.2], [0.2, 0.0, 0.0], [0.1, 0.0, 0.0], [0.1, 0.0, -0.2], [0.0, -0.1, 0.0], [0.1, 0.0, 0.1], [-0.1, 0.1, 0.0], [0.1, 0.1, -0.1], [0.0, 0.0, 0.0], [0.2, 0.1, -0.1], [0.0, 0.1, 0.0], [-0.1, -0.1, -0.1], [0.1, -0.1, 0.1], [0.1, 0.0, -0.2], [-0.1, -0.1, 0.0], [-0.1, 0.1, 0.1], [0.1, 0.0, 0.1], [0.1, 0.1, -0.1], [0.1, 0.0, 0.1], [0.0, 0.1, 0.0]], "mulliken_charge": [1.02, -0.94, 0.55, -1.22, -0.27, -1.57, 1.80, -1.64, -0.55, -0.42, -0.50, 0.04, -0.65, 1.07, -0.65, 2.06, -1.55, -1.51, -2.29, 2.04, -1.60, -1.63, -2.16, -1.12, -0.02, -0.09, -0.49, -0.79, -0.04, 0.52, -1.16, 2.14, -1.70, -1.72, -1.83, 1.96, -1.61, -2.14, -1.63, 0.35, 0.34, 0.21, 0.31, 0.33, 0.36, 0.46, -0.13, 0.63, 0.44, 0.58, 0.42, 0.54, 0.77, 0.08, 0.50, 0.35, 0.17, 0.37, 0.46, 0.44, 0.44, 0.48, 0.36, 0.38, 0.46, 0.35, 0.47, 0.39, 0.42, 0.44, 0.45, 0.51, 0.40, 0.61, 0.44, 0.29, 0.47, 0.40, 0.34, 0.31, 0.50, 0.30, 0.56, 0.03, 0.36, 0.47, 0.33, 0.40, 0.37, 0.45, 0.31, 0.47, 0.36], "lumo_ev": [-2.865, -5.747], "energy_ev": -77591.648, "charge": 1, "s_squared": 8.782, "spin_multiplicity": 6, "homo_ev": [-9.60, -9.65], "mol_weight_g_mol": 578.7, "fmax_ha_per_bohr": 0.07319, "homo_lumo_gap_ev": [6.738, 3.898]}

Entry 4:
{"formula": "C3H2N4O", "method": "ωB97M-V with the def2-TZVPD basis set", "symbols": ["C", "C", "C", "H", "H", "N", "N", "N", "N", "O"], "positions_angstrom": [[-0.990, 0.906, -0.135], [-0.866, -0.103, 0.905], [1.417, -0.644, -0.531], [-1.901, 0.063, 1.498], [2.542, -0.871, -0.888], [0.209, -0.587, 1.245], [1.381, -0.631, 0.736], [0.351, -0.369, -1.333], [-0.798, 0.189, -1.360], [-1.344, 2.046, -0.137]], "forces_ev_per_angstrom": [[-0.5, 0.8, -2.1], [-4.4, 3.8, 1.4], [2.2, 1.4, -1.7], [2.4, -1.8, -0.5], [-3.2, 0.6, -0.2], [-0.9, -2.2, 3.7], [1.8, -0.4, 1.0], [-0.1, -1.6, -3.4], [2.5, -0.7, 1.0], [0.1, 0.1, 0.8]], "mulliken_charge": [0.49, 0.09, 0.23, 0.27, 0.31, 0.03, -0.52, -0.13, -0.29, -0.48], "lumo_ev": -1.562, "energy_ev": -11145.080, "charge": 0, "homo_ev": -9.48, "mol_weight_g_mol": 110.1, "smiles": "O=c1cnncnn1", "fmax_ha_per_bohr": 0.11607, "homo_lumo_gap_ev": 7.921}

Entry 5:
{"formula": "CH2AgO3", "method": "ωB97M-V with the def2-TZVPD basis set", "symbols": ["H", "O", "C", "O", "O", "Ag", "H"], "positions_angstrom": [[-1.160, 1.631, -0.195], [-0.714, -1.297, -0.266], [-0.617, -0.070, 0.148], [-1.620, 0.716, -0.048], [0.507, 0.477, 0.051], [2.348, -0.126, -0.125], [-0.115, -1.894, 0.210]], "forces_ev_per_angstrom": [[-1.9, -1.0, 0.4], [-0.5, -0.1, 1.8], [-2.7, -0.2, -4.6], [1.9, 1.0, 1.0], [1.2, 1.5, 1.7], [2.1, -0.4, -0.3], [-0.1, -0.8, 0.0]], "mulliken_charge": [0.43, -0.29, 0.89, -0.24, -0.50, 1.33, 0.38], "lumo_ev": [-11.755, -16.255], "energy_ev": -11186.440, "charge": 2, "s_squared": 0.755, "spin_multiplicity": 2, "homo_ev": [-24.22, -23.86], "mol_weight_g_mol": 169.9, "fmax_ha_per_bohr": 0.10423, "homo_lumo_gap_ev": [12.469, 7.609]}

Entry 6:
{"formula": "C3H6O3", "method": "ωB97M-V with the def2-TZVPD basis set", "symbols": ["C", "C", "C", "O", "O", "O", "H", "H", "H", "H", "H", "H"], "positions_angstrom": [[-0.108, 0.615, -0.939], [0.372, -1.349, 0.830], [0.922, -0.281, -0.573], [-1.180, 0.696, -0.186], [-1.391, 2.197, 0.211], [1.862, -0.760, -1.212], [-2.359, 2.222, 0.153], [1.031, 0.124, 0.514], [-0.024, 1.254, -1.814], [-0.195, -2.055, 0.233], [1.310, -1.766, 1.178], [-0.238, -0.895, 1.605]], "forces_ev_per_angstrom": [[0.8, -0.1, 0.0], [0.1, 0.4, -0.3], [-0.4, -0.2, -0.4], [-0.6, 1.1, 0.7], [0.2, -1.3, -0.4], [-0.1, 0.0, 0.2], [0.1, -0.1, 0.0], [-0.2, 0.1, 0.2], [0.0, 0.0, 0.0], [0.0, 0.0, 0.0], [0.0, 0.0, 0.0], [0.0, 0.0, 0.0]], "mulliken_charge": [-0.10, -1.05, 0.42, -0.27, -0.35, -0.67, 0.32, 0.22, 0.41, 0.33, 0.34, 0.39], "lumo_ev": [-0.854, -0.840], "energy_ev": -9343.527, "charge": 0, "homo_ev": [-8.29, -8.30], "mol_weight_g_mol": 90.1, "fmax_ha_per_bohr": 0.02839, "homo_lumo_gap_ev": [7.441, 7.464]}

Copy entry 1 word for word.
{"formula": "C5H11N3O", "method": "ωB97M-V with the def2-TZVPD basis set", "symbols": ["C", "C", "C", "C", "C", "N", "N", "N", "O", "H", "H", "H", "H", "H", "H", "H", "H", "H", "H", "H"], "positions_angstrom": [[3.285, -0.459, 0.127], [-1.246, 1.381, -0.229], [-1.293, -1.010, -1.104], [-1.497, -0.534, 1.333], [-0.856, -0.069, 0.048], [2.542, 0.732, -0.152], [1.229, 0.870, -0.198], [0.571, -0.166, 0.179], [4.487, -0.342, 0.201], [2.785, -1.389, 0.282], [-2.301, 1.435, 0.059], [-0.816, 2.274, 0.296], [-1.093, 1.561, -1.292], [-0.811, -1.995, -1.038], [-0.803, -0.468, -1.947], [-2.337, -1.305, -1.171], [-1.682, -1.732, 1.356], [-0.787, -0.200, 2.133], [-2.531, -0.093, 1.428], [3.151, 1.507, -0.311]], "forces_ev_per_angstrom": [[1.0, 2.1, 0.0], [-1.3, 0.8, -0.1], [1.8, 0.5, -0.5], [-0.6, -2.0, 1.2], [-0.8, 0.5, 0.2], [1.2, -2.7, 0.7], [-2.7, -1.8, 0.5], [3.1, 1.2, -0.8], [-0.4, -0.3, -0.1], [-0.8, -0.5, 0.0], [-0.1, 0.2, -0.7], [0.3, -1.4, 0.0], [-0.3, 0.3, 0.0], [0.4, 0.4, 0.3], [-1.1, -0.9, -0.3], [-0.2, 1.0, -0.2], [0.8, 2.8, 0.1], [-1.2, -0.5, -0.1], [1.2, -0.4, 0.2], [-0.2, 0.7, -0.2]], "mulliken_charge": [0.09, -1.51, -1.50, -1.35, 1.52, -0.12, -0.28, -0.14, -0.52, 0.40, 0.40, 0.35, 0.37, 0.38, 0.36, 0.33, 0.27, 0.35, 0.32, 0.29], "lumo_ev": 0.323, "energy_ev": -11878.751, "charge": 0, "homo_ev": -9.44, "mol_weight_g_mol": 129.2, "smiles": "CC(C)(C)/N=N/NC=O", "fmax_ha_per_bohr": 0.06554, "homo_lumo_gap_ev": 9.765}